# 1
Molecular formula: C31H30N3O3PtS4
Method: DFT, the ωB97M-V functional and the def2-TZVPD basis

Structure (XYZ):
```
72
Properties=species:S:1:pos:R:3:forces:R:3:lowdin_spin:R:1
Pt -7.970 10.018 10.435 -1.1422 1.4241 0.5636 1.521
C -6.842 11.568 14.582 -0.5313 -0.2977 -0.1100 0.004
C -6.989 11.442 13.180 0.0129 -0.4566 -0.2789 0.020
N -7.609 10.405 12.613 0.3793 0.3300 1.0380 0.128
C -8.125 9.455 13.452 0.8446 0.6270 0.5521 0.012
C -8.000 9.481 14.871 -0.2591 0.9949 -0.9092 0.004
C -7.372 10.628 15.436 0.1069 -0.5275 0.2970 0.004
C -8.615 8.459 15.651 0.3306 -0.1932 0.4409 0.000
C -9.278 7.434 15.067 -0.3407 -0.0727 -0.2894 0.001
C -9.377 7.383 13.637 0.3203 -0.3404 -1.1018 0.004
C -9.984 6.310 12.926 -0.3130 -0.0982 0.3568 0.006
C -10.041 6.238 11.547 0.4653 0.9950 0.6321 0.004
C -9.475 7.325 10.853 0.0289 0.4702 -0.6773 0.022
N -8.874 8.342 11.466 -0.0943 -0.5207 0.4299 0.139
C -8.774 8.374 12.841 -1.0984 -1.1206 -0.6934 0.015
H -6.357 12.434 14.983 0.2307 0.3450 -0.0157 0.001
H -6.568 12.178 12.499 -0.1260 -0.0254 0.0980 0.002
H -7.302 10.717 16.550 -0.0056 -0.0033 -1.2230 0.000
H -8.469 8.519 16.732 -0.2596 -0.0941 -0.2828 0.000
H -9.780 6.646 15.631 0.2853 0.2618 -0.0103 0.000
H -10.443 5.555 13.551 -0.0437 -0.2685 -0.1798 0.000
H -10.512 5.436 10.997 0.0075 -0.0127 0.1698 0.000
H -9.541 7.414 9.743 0.1243 -0.2015 1.0424 0.003
C -5.521 18.058 12.721 -0.0010 0.3438 -0.6308 0.000
C -5.811 16.568 13.035 -0.8567 0.5043 0.0998 0.000
C -7.360 16.416 13.108 0.3730 -0.4763 -0.0340 0.000
C -5.225 16.179 14.422 1.3145 0.4378 -0.3393 0.000
C -5.205 15.664 11.966 -0.1868 0.2917 0.2489 0.000
C -3.824 15.626 11.779 0.8607 -0.4845 -0.0956 0.006
C -3.209 14.672 10.986 0.3320 0.3031 -0.6686 -0.001
C -4.001 13.703 10.368 -0.8129 0.6136 0.5872 0.007
S -3.511 12.303 9.519 -0.5491 -0.2622 0.0295 0.003
C -5.205 11.795 9.494 -0.3080 -0.9143 -0.5657 0.007
N -6.065 12.627 10.001 0.4205 -0.3207 -0.1074 0.039
C -5.413 13.755 10.500 0.9283 -0.0200 0.2399 0.002
C -5.987 14.822 11.220 -0.9400 -1.1386 -0.2596 0.004
C -5.562 10.509 8.760 -0.3898 0.4634 0.7177 0.088
C -4.553 9.918 7.996 0.5833 0.6852 0.1489 0.001
C -4.802 8.989 6.995 -1.0347 0.5070 0.8093 0.041
C -6.145 8.620 6.830 0.2831 -0.5244 -0.5591 0.004
C -7.127 9.025 7.732 -0.7513 -0.3156 0.0090 0.069
C -6.886 9.923 8.762 2.6849 0.5693 -0.4197 0.228
H -5.949 18.691 13.511 0.3119 -0.1189 -0.1068 0.000
H -5.980 18.414 11.758 0.2254 -0.6300 0.7986 0.000
H -4.441 18.262 12.609 -0.4156 -0.0886 0.3026 0.000
H -7.774 17.185 13.771 0.0817 -0.1691 -0.1874 0.000
H -7.655 15.420 13.508 0.1795 0.5252 -0.2180 0.000
H -7.805 16.506 12.107 -0.0303 0.1922 0.3903 0.000
H -5.742 16.672 15.258 -0.0234 -0.2082 -0.3450 0.000
H -4.149 16.506 14.479 -0.9122 -0.2585 -0.0104 0.000
H -5.198 15.087 14.560 -0.2957 0.3015 0.0081 0.000
H -3.190 16.327 12.297 0.0725 0.1810 0.0882 0.000
H -2.138 14.700 10.742 -0.4484 0.0229 0.5291 0.000
H -7.074 14.903 11.236 0.4216 -0.2742 0.1232 0.001
H -3.524 10.270 8.186 -0.5791 -0.2511 -0.4354 0.001
H -3.976 8.658 6.385 -0.2172 -0.2849 -0.1515 0.002
H -6.414 7.950 6.009 0.0014 0.1893 0.2818 0.000
H -8.163 8.664 7.667 0.5787 -0.2508 -0.3054 0.007
O -9.160 14.432 10.798 -0.3407 -0.4082 -1.8076 0.072
S -9.395 13.876 9.469 0.0163 -0.1461 -0.8691 0.064
O -8.304 13.839 8.476 -2.3054 0.1460 2.0735 0.037
O -10.785 13.819 8.962 2.3486 0.6658 0.6854 0.066
S -9.790 11.506 10.088 2.0628 1.4327 1.5310 0.862
C -10.749 10.851 6.992 1.0633 -1.4333 -0.0007 0.032
S -11.053 10.280 8.690 -1.9944 -2.0475 -2.2916 0.409
C -12.573 11.217 8.733 -0.0425 0.7863 1.1762 0.032
H -11.664 10.560 6.454 0.5885 0.2519 -0.0523 0.011
H -9.846 10.321 6.594 -0.8346 0.6223 0.2208 0.000
H -10.602 11.914 7.055 0.0831 0.4953 -0.2516 0.004
H -12.321 12.293 8.733 -0.1331 -0.5327 -0.1303 0.005
H -13.101 10.999 9.656 -0.1296 -0.0964 0.0224 0.000
H -13.166 10.947 7.873 -0.2055 -0.0913 -0.1275 0.009
```
Forces are in eV/Å.

Calculated values
Frontier orbital gap (alpha / beta) (eV): 5.2 / 4.7
Maximum force (eV Å⁻¹): 3.663
HOMO energy (alpha / beta) (eV): -8.994 / -10.376
Multiplicity: 5
LUMO (alpha / beta) (eV): -3.82 / -5.72
Total charge: +1
Energy above the lowest of the compared OMol25 structures with the same formula, charge and spin (kcal/mol): 0.0
Energy (Eh): -3300.98672

***

# 2
Molecular formula: C31H31AsCl2F2NNiS
Method: DFT, the ωB97M-V functional and the def2-TZVPD basis

Structure (XYZ):
```
70
Properties=species:S:1:pos:R:3:forces:R:3:lowdin_spin:R:1
Ni 2.418 0.721 0.799 -0.9868 0.2564 -0.7148 1.502
Cl 4.154 -0.038 -0.532 0.4093 -0.2397 -0.1896 0.050
C 5.292 -0.421 0.724 1.7410 -0.6613 0.7347 0.005
C 6.616 -0.707 0.335 -0.4446 0.6979 1.9995 0.000
C 7.630 -0.894 1.309 -1.2530 0.0562 -2.0226 0.006
C 7.283 -0.879 2.620 -0.1672 -0.1541 2.4362 -0.001
C 5.969 -0.637 3.046 -0.1334 -0.3191 -2.9389 0.008
Cl 5.659 -0.682 4.701 -0.3688 0.0741 1.0872 0.004
C 4.897 -0.414 2.082 1.1893 0.4172 0.9823 0.007
S 3.325 0.037 2.641 0.5095 -0.5403 0.9188 0.070
H 6.859 -0.589 -0.678 0.3483 -0.1639 -1.2591 0.000
H 8.645 -1.041 0.996 0.3009 -0.0913 -0.0841 0.000
H 8.036 -1.072 3.421 -0.6244 0.2653 -0.8085 0.000
F 3.891 3.106 0.676 2.0328 1.1226 0.1237 0.033
C 2.638 2.692 0.578 -1.8802 -2.6610 -0.4018 0.153
F 1.895 3.338 1.538 -0.2111 0.7978 0.1691 0.032
H 2.247 2.898 -0.424 -0.0740 0.9476 -0.0066 0.014
C -5.138 -0.364 3.947 -0.5801 -0.3816 1.2606 0.000
C -4.015 0.267 3.229 1.6448 -0.2123 -2.1766 0.000
C -4.280 1.145 2.169 1.3364 -0.5001 -0.2201 0.000
C -3.312 1.519 1.198 0.6566 -1.3303 0.9456 0.000
C -3.762 2.534 0.192 -1.2183 1.2431 0.1254 0.000
C -1.988 0.968 1.312 -1.7449 1.2151 0.0762 0.002
As -0.638 1.525 0.017 1.5344 -1.8188 -1.4609 0.000
N 0.738 0.119 0.007 -1.0132 4.1140 0.3294 0.084
C 0.605 -1.129 -0.461 -0.5799 -2.9795 1.7735 0.010
C 1.079 -1.557 -1.712 -0.5663 -1.2340 0.7925 0.005
C 1.194 -2.934 -2.004 0.0624 0.1721 -0.0580 -0.001
C 0.906 -3.906 -1.009 0.9775 1.9039 -0.5329 0.005
C 0.516 -3.489 0.271 -0.2951 0.5786 -0.1012 0.000
C 0.229 -2.148 0.544 1.3924 -0.3425 -1.8522 0.010
C -1.329 0.893 -1.823 0.4099 0.7929 1.8131 -0.001
C -0.875 1.634 -2.935 -1.3846 -0.5483 -1.2232 0.000
C -0.069 2.910 -2.745 -0.8082 -0.6017 -1.9414 0.000
C -1.371 1.237 -4.212 0.6000 -0.6346 0.2715 0.000
C -2.082 -0.003 -4.401 1.5823 1.9908 -0.9852 0.000
C -2.453 -0.498 -5.802 -1.5049 0.2607 -0.0440 0.000
C -2.287 -0.730 -3.277 -0.8952 -1.1466 1.1372 0.000
C -2.030 -0.282 -1.973 0.1419 -0.8295 -0.4553 0.000
C -2.571 -1.239 -0.922 -1.5600 1.1307 1.0983 0.000
C -1.670 0.361 2.539 1.6899 -0.3740 -0.2181 0.000
C -0.199 0.355 3.054 -2.2225 0.5707 1.0037 0.000
C -2.646 -0.142 3.367 -1.9379 1.7527 -0.2574 0.000
H -6.121 0.010 3.596 0.5716 -0.3160 0.0942 0.000
H -5.069 -0.110 5.026 -0.1724 -0.3727 -0.3661 0.000
H -5.086 -1.476 3.843 -0.2025 0.8535 0.1285 0.000
H -5.272 1.491 1.978 -0.6607 0.1790 0.1891 0.000
H -4.784 2.900 0.508 1.0373 -0.2583 -0.2261 0.000
H -3.911 2.275 -0.850 0.3722 -0.7020 -0.1983 0.000
H -3.124 3.430 0.173 0.0627 -0.2644 0.1298 0.000
H 1.475 -0.796 -2.347 0.0308 0.3283 -0.6418 0.000
H 1.616 -3.204 -3.016 -0.4819 0.0405 1.3249 0.000
H 1.372 -4.853 -1.111 -0.2226 -1.0964 -0.3182 0.000
H 0.550 -4.222 1.078 -0.3293 0.1630 -0.1289 0.000
H 0.008 -1.857 1.566 -0.1028 0.2103 -0.2350 0.000
H 0.962 2.713 -2.462 0.1191 0.0892 -0.2009 0.000
H -0.552 3.407 -1.949 -0.2071 1.0104 0.8907 0.000
H -0.190 3.522 -3.686 0.5850 -0.5069 1.0065 0.000
H -1.085 1.814 -5.114 -0.2406 -0.2331 0.6176 0.000
H -3.382 -1.130 -5.649 0.8307 0.7805 -0.5048 0.000
H -1.716 -1.202 -6.234 -0.1131 0.6781 0.1401 0.000
H -2.709 0.375 -6.535 0.6183 -1.6640 1.3297 0.000
H -2.724 -1.731 -3.237 -0.0849 0.2515 -0.9238 0.000
H -2.788 -2.210 -1.379 0.1639 0.1750 0.2262 0.000
H -3.560 -0.816 -0.529 0.9309 -0.5426 -0.6635 0.000
H -2.027 -1.377 0.016 0.3538 0.1057 -0.5470 0.000
H -0.057 1.344 3.508 0.1408 0.0647 -0.2967 0.000
H 0.509 0.210 2.297 0.8997 -0.2960 -0.9134 0.002
H -0.042 -0.318 3.892 -0.0999 -0.4519 -0.1263 0.000
H -2.303 -0.652 4.219 0.0963 -0.8209 1.0870 0.000
```
Forces are in eV/Å.

Calculated values
Frontier orbital gap (alpha / beta) (eV): 6.6 / 7.1
Maximum force (eV Å⁻¹): 4.250
HOMO energy (alpha / beta) (eV): -3.898 / -4.447
Multiplicity: 3
LUMO (alpha / beta) (eV): 2.66 / 2.66
Total charge: -1
Energy above the lowest of the compared OMol25 structures with the same formula, charge and spin (kcal/mol): 0.0
Energy (Eh): -6516.98316